w | Molecular formula: C4H12N2
Method: DFT, wB97M-V/def2-TZVPD

Positions of all 18 atoms, in Å:
C -1.9250 1.4407 0.2353
C -0.9060 0.4695 0.8372
C 0.0485 -0.0409 -0.2269
N -0.4339 -1.2852 -0.8178
C 1.4705 -0.1841 0.3592
N 2.4926 -0.6894 -0.6079
H -1.4539 2.2196 -0.3661
H -2.5305 0.9447 -0.5242
H -2.6399 1.8603 0.9357
H -1.4969 -0.3070 1.3109
H -0.3421 0.9961 1.6096
H 0.1282 0.6662 -1.0534
H -0.9419 -1.9551 -0.2686
H 0.2092 -1.7088 -1.4626
H 1.8348 0.8346 0.4997
H 1.5117 -0.7365 1.2920
H 2.8895 -1.5515 -0.2597
H 2.0851 -0.9731 -1.4924

## Properties
HOMO energy: -0.3251 Eh
SMILES string: CC[C@H](N)CN



x | Molecular formula: C4H12N2
Method: DFT, wB97M-V/def2-TZVPD

Positions of all 18 atoms, in Å:
C -0.4025 2.2115 -1.7804
C 0.2543 1.8002 -0.6832
C -0.2546 2.1081 0.6844
H 0.1821 2.4231 -2.6696
H -1.4791 2.3391 -1.6893
H 1.1986 1.2693 -0.7503
H -1.2376 2.5911 0.6529
H 0.3515 2.8884 1.1610
H -0.3341 1.2876 1.3983
N 0.5433 -3.0686 0.6345
C 0.6167 -1.6344 0.5479
N -0.6114 -0.8829 0.4038
H -0.3302 -3.5687 0.5678
H 1.2732 -3.5235 0.1140
H 1.2597 -1.3550 -0.3031
H 1.1981 -1.2149 1.3698
H -1.1386 -1.2299 -0.3931
H -1.1789 -1.1787 1.2020

## Properties
HOMO energy: -0.3249 Eh
SMILES string: C=CC.NCN



Which structure wins on stability? w wins.



w | Molecular formula: C4H12N2
Method: DFT, wB97M-V/def2-TZVPD

Positions of all 18 atoms, in Å:
C 0.7666 2.6113 2.3664
C 0.4224 1.7399 1.2424
N 0.3571 -0.2959 1.4289
N 0.1077 1.8089 0.0738
H -0.6227 -0.0856 1.2696
H 1.1828 -0.1991 0.8497
H -0.0630 0.8307 -0.3351
H 0.7352 3.6560 2.0508
H 1.7633 2.3653 2.7319
H 0.0573 2.4504 3.1777
C -0.5056 -2.5005 -1.4466
C -0.6702 -1.2219 -2.2637
H -0.9497 -1.4402 -3.2945
H -1.4467 -0.5828 -1.8383
H -1.4336 -3.0750 -1.4321
H -0.2259 -2.2722 -0.4164
H 0.2661 -3.1404 -1.8784
H 0.2588 -0.6491 -2.2862

## Properties
HOMO energy: -0.3235 Eh



x | Molecular formula: C4H12N2
Method: DFT, wB97M-V/def2-TZVPD

Positions of all 18 atoms, in Å:
C -2.9964 0.1494 -2.5963
C -3.0477 -0.1982 -1.2997
N -2.5617 -1.4169 -0.7996
H -2.2292 -0.3852 -3.1501
H -3.7147 0.7080 -3.1719
H -3.2703 0.5341 -0.5265
H -3.2273 -1.6753 -0.0774
H -2.6740 -2.1787 -1.4564
C 1.5007 0.0817 0.6693
C 2.3084 0.8034 1.7710
N 3.6612 0.3312 1.7665
H 1.7986 -0.9725 0.6950
H 0.4209 0.0742 0.8024
H 1.7542 0.4381 -0.3269
H 2.0167 1.8392 1.5219
H 1.8421 0.6047 2.7325
H 4.2104 0.7150 2.5052
H 4.2082 0.5477 0.9409

## Properties
HOMO energy: -0.3022 Eh
SMILES string: C=CN.CCN



y | Molecular formula: C4H12N2
Method: DFT, wB97M-V/def2-TZVPD

Positions of all 18 atoms, in Å:
N 2.5951 -0.7389 -0.5588
C 1.1318 -0.9480 -0.4746
C 0.5744 -0.1656 0.7814
C -0.4106 1.0138 0.7673
C -1.4814 0.8593 -0.3636
N -2.2506 -0.3819 -0.3138
H 2.8057 -0.9689 -1.5283
H 2.6932 0.2766 -0.5269
H 0.5232 -0.6124 -1.3280
H 0.9169 -1.9906 -0.2705
H -0.0786 -0.9047 1.2641
H 1.4457 0.0622 1.3867
H -0.9381 1.1010 1.7328
H 0.1102 1.9746 0.7023
H -1.0112 1.0711 -1.3303
H -2.0942 1.7613 -0.2550
H -1.6132 -1.1380 -0.1219
H -2.9181 -0.2709 0.4370

## Properties
HOMO energy: -0.3443 Eh
SMILES string: NCCCCN



Which structure wins on stability? y wins.



w | Molecular formula: C4H12N2
Method: DFT, wB97M-V/def2-TZVPD

Positions of all 18 atoms, in Å:
C 0.6628 1.8808 -1.2845
C -0.4014 0.9670 -0.7572
C 0.2157 -0.1838 0.0023
N 0.9677 0.2583 1.2237
C -0.9394 -1.1587 0.4193
N -0.4580 -2.4375 0.9408
H 1.3239 1.4313 -2.0526
H 1.1439 2.4318 -0.4111
H 0.2224 2.7582 -1.8577
H -0.8541 1.5739 -0.0411
H -1.0806 0.6376 -1.5796
H 0.9712 -0.7643 -0.5112
H 1.4141 -0.5091 1.6407
H 0.2445 0.7666 1.8331
H -1.6102 -1.2501 -0.4456
H -1.5904 -0.6508 1.0669
H 0.4548 -2.4753 1.3188
H -0.6868 -3.2758 0.4951

## Properties
HOMO energy: -0.3190 Eh
SMILES string: CC[C@@H](N)CN



x | Molecular formula: C4H12N2
Method: DFT, wB97M-V/def2-TZVPD

Positions of all 18 atoms, in Å:
C -0.1133 -1.8115 2.0011
N 0.0420 -1.9258 3.1980
C 1.2968 -2.0195 3.8585
H -1.0134 -1.5003 1.6558
H 0.5102 -1.9079 1.0169
H 1.7718 -2.9091 3.5938
H 1.2686 -2.1499 4.9116
H 1.8198 -1.1001 3.7200
C 0.5790 2.3564 -3.2744
N -0.4504 1.9679 -2.2212
C -1.4496 0.9758 -2.7740
H 1.3497 1.5397 -3.1477
H 0.5030 2.4101 -4.3063
H 0.7825 3.4706 -2.9959
H -0.7893 2.8324 -1.7636
H -2.4915 1.4521 -2.8279
H -1.5730 0.1912 -1.8615
H -1.1567 0.3689 -3.6999

## Properties
HOMO energy: -0.3174 Eh
SMILES string: C=NC.CNC



Which structure wins on stability? w wins.



w | Molecular formula: C4H12N2
Method: DFT, wB97M-V/def2-TZVPD

Positions of all 18 atoms, in Å:
C 0.8086 -1.0442 -1.5020
C -0.0605 -0.1950 -0.5380
C -1.0029 -1.0712 0.3633
N -1.9397 -0.2857 1.1402
C 0.9678 0.7285 0.3095
N 0.2873 1.8459 0.9737
H 1.2508 -0.3229 -2.2951
H 0.0407 -1.8129 -1.9301
H 1.7130 -1.6081 -1.0862
H -0.6441 0.4446 -1.1700
H -0.3430 -1.5486 1.0611
H -1.3908 -1.8931 -0.3149
H -2.5517 0.3265 0.5682
H -1.3857 0.4569 1.6742
H 1.3362 0.0795 1.1910
H 1.8450 1.0676 -0.3409
H 0.0679 2.5710 0.3429
H 1.0010 2.2611 1.5533

## Properties
HOMO energy: -0.3190 Eh
SMILES string: CC(CN)CN



x | Molecular formula: C4H12N2
Method: DFT, wB97M-V/def2-TZVPD

Positions of all 18 atoms, in Å:
N -3.7064 -0.7293 -0.6216
C 2.3736 -1.0768 -0.6269
C 1.9159 -0.1268 0.5339
C 1.2397 1.0645 -0.0662
C -0.1464 1.0885 -0.0009
N -1.0578 0.3283 0.8610
H -3.6756 -0.0187 0.0822
H -2.9551 -0.6694 -1.2861
H 2.5572 -2.0802 -0.2398
H 3.2530 -0.7220 -1.1632
H 1.5023 -1.1313 -1.2932
H 1.2285 -0.7146 1.1479
H 2.7963 -0.0425 1.1896
H 1.6753 2.0512 -0.0613
H -0.6819 1.6816 -0.7378
H -0.5161 -0.2271 0.1489
H -0.7246 0.4749 1.8072
H -3.7187 -1.6468 -0.2204

## Properties
HOMO energy: -0.3175 Eh



y | Molecular formula: C4H12N2
Method: DFT, wB97M-V/def2-TZVPD

Positions of all 18 atoms, in Å:
C 2.5056 -0.7515 0.3155
N 1.4646 -0.0517 -0.4156
C 0.3375 0.6033 0.1628
C -0.6551 -0.3337 0.7872
N -1.5603 -0.6704 -0.2797
C -2.3339 0.5778 -0.4383
H 3.0281 -0.1701 1.1009
H 2.0765 -1.6324 0.7985
H 3.1991 -1.1368 -0.4234
H 1.7790 0.5167 -1.1804
H 0.6602 1.4560 0.7709
H -0.4625 0.6503 -1.4572
H -1.2597 0.0619 1.5987
H -0.1890 -1.2813 1.0710
H -0.8539 -0.5156 -1.0404
H -2.8429 0.5147 -1.4000
H -1.7776 1.5057 -0.2949
H -3.1156 0.6572 0.3245

## Properties
HOMO energy: -0.3052 Eh



Which structure wins on stability? w wins.



w | Molecular formula: C4H12N2
Method: DFT, wB97M-V/def2-TZVPD

Positions of all 18 atoms, in Å:
C -1.8943 1.0938 -0.2990
C -0.7528 0.1478 0.1096
N -0.4308 0.2971 1.5476
C 0.4529 0.3777 -0.8032
C 1.7478 -0.4219 -0.4861
N 1.5860 -1.7874 0.1248
H -2.8606 0.6018 -0.3448
H -1.5772 1.6330 -1.1892
H -1.9936 1.8904 0.4452
H -1.0646 -0.8857 -0.0994
H -1.3243 0.2279 2.0265
H 0.0355 -0.5692 1.7944
H 0.1517 0.1324 -1.8241
H 0.7277 1.4288 -0.6673
H 2.0635 0.1858 0.3683
H 2.4739 -0.4321 -1.2876
H 1.5320 -1.5011 1.0775
H 1.1273 -2.4191 -0.4933

## Properties
HOMO energy: -0.3290 Eh
SMILES string: C[C@H](N)CCN



x | Molecular formula: C4H12N2
Method: DFT, wB97M-V/def2-TZVPD

Positions of all 18 atoms, in Å:
N 1.8317 -0.6639 -0.2159
C 0.9967 -1.0253 0.9144
C -0.5275 -1.0202 0.7531
C -1.2102 0.3496 0.6794
C -0.6051 1.3867 -0.2794
N -0.6596 0.9163 -1.6650
H 1.4936 -1.1187 -1.0480
H 1.9730 0.3272 -0.3210
H 1.2852 -2.0299 1.2223
H 1.1929 -0.3813 1.7765
H -0.8509 -1.6208 -0.1061
H -0.9101 -1.5251 1.6346
H -1.1508 0.7992 1.6651
H -2.2644 0.2870 0.4129
H -1.2722 2.2556 -0.2327
H 0.3751 1.7078 0.0757
H 0.0884 1.2620 -2.2669
H -0.6880 -0.0907 -1.7056

## Properties
HOMO energy: -0.3287 Eh
SMILES string: NCCCCN



Which structure wins on stability? x wins.



w | Molecular formula: C3H4N2OS
Method: DFT, wB97M-V/def2-TZVPD

Positions of all 11 atoms, in Å:
C 0.9063 0.1640 0.7940
C -0.1361 0.9604 0.5955
C -0.2259 -0.4841 -1.0932
N 1.2568 -0.4717 -0.3927
N -0.3227 0.9266 -0.8838
O 2.1766 2.0871 -0.9071
S 1.3799 1.0053 -1.5064
H 1.1958 -0.2177 1.7559
H -0.7906 1.7511 1.1329
H -0.0038 -0.6076 -2.1845
H -0.9945 -1.0382 -0.4972

## Properties
HOMO energy: -0.3438 Eh



x | Molecular formula: C3H4N2OS
Method: DFT, wB97M-V/def2-TZVPD

Positions of all 11 atoms, in Å:
C -0.3699 -1.3457 0.3302
C 1.8594 0.5063 0.1364
C -1.7343 0.8351 -0.4237
N 0.7736 -1.4980 -0.1551
N 1.7433 -0.7034 -0.3806
O 2.6699 1.3656 -0.0440
S -1.0436 0.2629 0.9578
H -1.0529 -2.1653 0.4319
H 0.9982 0.6790 0.9184
H -1.8926 0.1838 -1.2637
H -1.9510 1.8797 -0.5077

## Properties
HOMO energy (alpha / beta): -0.3280 / -0.3015 Eh



y | Molecular formula: C3H4N2OS
Method: DFT, wB97M-V/def2-TZVPD

Positions of all 11 atoms, in Å:
C 0.3733 1.4948 0.0890
C 0.2589 1.1072 -1.3485
C 0.1406 -0.7603 -0.1009
H 0.1404 -1.5701 2.1674
H 0.0966 2.5453 0.5232
H 0.4419 1.6853 -2.3340
H -0.5255 -2.4563 -0.7690
N 0.3443 0.2785 0.8766
N -0.4187 -1.9089 0.0654
O 0.3330 -0.2585 -1.2977
S -1.1849 -0.1570 2.1286

## Properties
HOMO energy: -0.3071 Eh



Which structure wins on stability? w wins.



w | Molecular formula: C3H4N2OS
Method: DFT, wB97M-V/def2-TZVPD

Positions of all 11 atoms, in Å:
H -0.4832 0.2259 -3.4902
N -0.6111 -0.2990 -2.6228
C -0.0347 0.1208 -1.5815
S 1.1606 1.4147 -1.1908
C 1.1214 1.0406 0.5168
C 0.2485 0.0737 0.7703
N -0.4856 -0.3369 -0.3649
O -1.1466 -1.4645 0.0212
H 1.9211 1.5239 1.1386
H -0.1263 -0.4398 1.7437
H -1.9851 -1.4854 -0.5708

## Properties
HOMO energy: -0.2940 Eh
SMILES string: [H]/N=c1\sccn1O



x | Molecular formula: C3H4N2OS
Method: DFT, wB97M-V/def2-TZVPD

Positions of all 11 atoms, in Å:
O 2.8343 1.9547 -0.6877
C 2.1238 2.0482 0.3042
N 1.0381 1.1992 0.6065
C 0.5465 0.2391 -0.2291
N -0.6380 -0.0761 0.1331
C -0.9090 -1.3858 -0.2511
S -2.4887 -1.9479 0.0529
H 2.1801 2.9848 0.9237
H 0.3530 1.5235 1.3618
H 1.3620 -0.1494 -0.8929
H -0.1191 -2.1015 -0.8592

## Properties
HOMO energy: -0.3172 Eh
SMILES string: O=CN/C=N/C=S



Which structure wins on stability? x wins.